Entry 1:
Here is a structure of composition C36H50N8O10P2RbS at a distorted geometry from OMol25. Energies are from the ωB97M-V functional and the def2-TZVPD basis.

Properties
Relative energy (zero: lowest compared OMol25 entry of this formula, charge and spin), kJ/mol: 82.2
DFT total energy, eV: -100621.10104
E_LUMO, eV: 1.72
Orbital gap, eV: 6.606

```
! RIJCOSX wB97M-V def2-TZVPD def2/J DEFGRID3
* xyz -1 1
Rb 0.658 0.331 -0.175
C 3.281 3.587 1.447
N 2.166 3.475 0.530
C 1.111 4.438 0.728
C -0.016 4.155 -0.220
N 0.019 3.307 -1.203
C -1.230 3.409 -1.810
C -1.722 2.750 -2.932
C -2.996 3.076 -3.364
C -3.783 4.012 -2.677
C -3.313 4.661 -1.546
C -2.020 4.350 -1.142
N -1.215 4.812 -0.115
C 3.911 2.234 1.566
N 3.224 1.150 1.759
C 4.169 0.132 1.839
C 3.982 -1.235 2.034
C 5.106 -2.038 2.024
C 6.390 -1.502 1.827
C 6.590 -0.146 1.648
C 5.453 0.654 1.663
N 5.260 2.019 1.509
H 2.978 3.917 2.452
H 4.010 4.313 1.073
H 1.780 2.546 0.604
H 1.492 5.447 0.534
H 0.714 4.443 1.757
H -1.114 2.017 -3.448
H -3.399 2.591 -4.245
H -4.780 4.233 -3.039
H -3.924 5.385 -1.018
H -1.478 5.440 0.621
H 2.986 -1.627 2.198
H 4.998 -3.105 2.169
H 7.242 -2.168 1.807
H 7.581 0.260 1.486
H 5.957 2.706 1.297
C 4.338 3.588 -2.065
C 4.497 2.114 -2.211
N 3.589 1.218 -1.913
C 4.158 -0.002 -2.225
C 5.426 0.171 -2.716
N 5.624 1.520 -2.690
C 6.527 -0.725 -3.219
O 6.273 -1.965 -3.206
O 7.577 -0.153 -3.540
C 3.383 -1.251 -2.030
O 3.986 -2.385 -2.274
O 2.224 -1.194 -1.644
H 3.386 3.775 -1.570
H 4.348 4.089 -3.036
H 5.143 4.022 -1.462
H 6.489 1.924 -3.011
H 4.977 -2.242 -2.599
C -5.708 1.441 -0.293
C -4.403 0.813 -0.730
C -4.530 -0.044 -1.968
O -3.956 -0.060 0.351
P -2.593 0.169 1.139
O -1.720 1.193 0.535
C -1.954 -1.512 1.205
P -1.599 -2.237 -0.411
O -0.947 -1.300 -1.342
O -3.007 -2.708 -0.982
C -3.763 -3.775 -0.365
C -3.596 -5.033 -1.189
C -5.198 -3.303 -0.270
O -0.900 -3.590 -0.041
C 0.442 -4.115 -0.359
C 1.476 -3.431 0.506
C 0.699 -4.039 -1.848
O -2.994 0.607 2.598
C -3.663 -0.111 3.669
C -4.888 -0.862 3.183
C -2.680 -0.965 4.443
H -6.086 2.097 -1.081
H -5.567 2.035 0.612
H -6.458 0.670 -0.095
H -3.647 1.583 -0.881
H -5.250 -0.851 -1.798
H -3.568 -0.488 -2.231
H -4.875 0.568 -2.803
H -2.698 -2.144 1.696
H -1.041 -1.498 1.817
H -3.371 -3.951 0.641
H -3.911 -4.845 -2.218
H -4.211 -5.836 -0.776
H -2.555 -5.356 -1.194
H -5.627 -3.186 -1.268
H -5.247 -2.338 0.239
H -5.798 -4.029 0.282
H 0.346 -5.156 -0.053
H 1.526 -2.366 0.288
H 2.464 -3.837 0.277
H 1.257 -3.573 1.566
H 0.794 -3.005 -2.174
H -0.103 -4.536 -2.400
H 1.644 -4.539 -2.071
H -3.995 0.701 4.314
H -4.626 -1.690 2.520
H -5.572 -0.206 2.644
H -5.406 -1.282 4.048
H -2.399 -1.872 3.905
H -3.137 -1.269 5.388
H -1.765 -0.418 4.668
S 1.018 -1.384 5.457
C 0.763 -0.974 3.872
N 0.570 -0.692 2.752
*
```

***

Entry 2:
Here is an isolated molecule of C4H9NO2 from OMol25. Energies are from the ωB97M-V functional and the def2-TZVPD basis.

Properties
Relative energy (zero: lowest compared OMol25 entry of this formula, charge and spin), kJ/mol: 31.8
DFT total energy, eV: -9879.73104
SMILES: C[C@@H](O)CC(N)=O
E_LUMO, eV: 0.84
Orbital gap, eV: 10.991

```
! RIJCOSX wB97M-V def2-TZVPD def2/J DEFGRID3
* xyz 0 1
C 1.080 1.043 1.649
C 0.116 0.956 0.479
O 0.800 1.427 -0.664
C -0.372 -0.491 0.275
C -0.890 -0.704 -1.138
N -0.748 -1.960 -1.637
O -1.412 0.189 -1.792
H 1.947 0.397 1.473
H 0.599 0.734 2.582
H 1.436 2.070 1.763
H -0.760 1.587 0.691
H 0.144 1.431 -1.378
H 0.445 -1.193 0.491
H -1.188 -0.717 0.976
H -0.984 -2.102 -2.607
H -0.211 -2.667 -1.163
*
```

***

Entry 3:
Here is a structure of composition C25H43AuN2S2SbSe at a distorted geometry from OMol25. Energies are from the ωB97M-V functional and the def2-TZVPD basis.

Properties
Relative energy (zero: lowest compared OMol25 entry of this formula, charge and spin), kJ/mol: 43.5
DFT total energy, eV: -126844.88429
E_LUMO (spin up / spin down), eV: -4.74 / -4.73
Orbital gap (spin up / spin down), eV: 5.440 / 5.442

```
! RIJCOSX wB97M-V def2-TZVPD def2/J DEFGRID3
* xyz 1 1
Au 0.494 0.681 1.512
C -0.128 -1.662 5.692
C 0.413 -1.093 4.386
S 0.374 0.516 4.173
C 0.898 -2.048 3.386
C 0.771 -3.540 3.674
S 1.542 -1.659 1.911
H -0.512 -0.865 6.319
H 0.659 -2.190 6.240
H -0.932 -2.384 5.510
H 0.537 -3.750 4.716
H 1.689 -4.063 3.414
H -0.027 -3.963 3.057
C -2.813 -3.593 0.522
C -2.665 -3.436 -0.991
C -1.212 -3.481 -1.458
C -0.389 -2.283 -1.000
N -0.883 -1.037 -1.627
C -1.490 -0.006 -1.020
Se -1.818 0.180 0.847
N -1.802 0.898 -1.965
C -2.523 2.183 -1.809
C -3.902 2.115 -2.455
C -4.826 1.070 -1.839
C -5.297 1.437 -0.433
C -1.347 0.447 -3.213
C -1.377 1.041 -4.471
C -0.786 0.334 -5.501
C -0.182 -0.919 -5.280
C -0.156 -1.495 -4.026
C -0.761 -0.775 -2.999
H -3.863 -3.659 0.814
H -2.383 -2.754 1.073
H -2.321 -4.509 0.865
H -3.132 -2.501 -1.323
H -3.212 -4.233 -1.495
H -1.170 -3.562 -2.544
H -0.726 -4.377 -1.060
H 0.666 -2.387 -1.254
H -0.449 -2.143 0.075
H -1.905 2.956 -2.264
H -2.580 2.390 -0.747
H -3.792 1.933 -3.525
H -4.352 3.108 -2.355
H -4.324 0.095 -1.830
H -5.691 0.948 -2.492
H -4.481 1.445 0.293
H -6.044 0.731 -0.066
H -5.755 2.431 -0.424
H -1.831 2.010 -4.641
H -0.781 0.755 -6.498
H 0.276 -1.441 -6.112
H 0.321 -2.453 -3.856
C 2.854 4.590 2.044
C 3.350 3.707 0.886
Sb 2.928 1.670 1.228
C 4.113 1.323 2.928
C 5.568 1.777 2.716
C 4.019 0.716 -0.294
C 3.383 0.959 -1.670
H 3.114 5.638 1.879
H 3.294 4.297 3.001
H 1.768 4.539 2.154
H 4.433 3.773 0.756
H 2.885 3.978 -0.063
H 4.032 0.253 3.134
H 3.637 1.846 3.760
H 6.051 1.252 1.891
H 6.167 1.585 3.610
H 5.641 2.848 2.512
H 4.048 -0.345 -0.038
H 5.040 1.096 -0.241
H 2.369 0.552 -1.719
H 3.966 0.484 -2.462
H 3.320 2.023 -1.913
*
```

***

Entry 4:
Here is a cluster of 7 separate species, C28H77N7O7 in total at a distorted geometry from OMol25. Energies are from the ωB97M-V functional and the def2-TZVPD basis.

Properties
Relative energy (zero: lowest compared OMol25 entry of this formula, charge and spin), kJ/mol: 277.5
DFT total energy, eV: -55031.11758
⟨S²⟩: 0.755
E_LUMO (spin up / spin down), eV: -2.61 / -8.29
Orbital gap (spin up / spin down), eV: 7.678 / 1.998

```
! RIJCOSX wB97M-V def2-TZVPD def2/J DEFGRID3
* xyz 1 2
C 5.201 -3.751 -1.581
C 5.468 -4.247 -0.072
C 4.289 -5.140 0.445
O 4.498 -5.678 1.707
C 4.276 -4.780 2.798
N 6.634 -5.108 -0.165
H 4.226 -3.295 -1.753
H 5.273 -4.642 -2.206
H 5.899 -3.081 -2.083
H 5.681 -3.458 0.649
H 4.184 -5.923 -0.307
H 3.365 -4.562 0.444
H 3.200 -4.739 2.963
H 4.636 -3.753 2.734
H 4.775 -5.254 3.644
H 6.711 -5.538 0.746
H 6.670 -5.928 -0.753
C -5.174 0.342 1.246
C -4.364 1.532 1.777
C -5.198 2.841 1.870
O -5.606 3.317 0.548
C -6.415 4.496 0.700
N -3.843 1.237 3.143
H -5.488 0.500 0.214
H -6.032 0.098 1.872
H -4.555 -0.533 1.046
H -3.557 1.662 1.057
H -4.558 3.502 2.455
H -6.045 2.559 2.494
H -5.869 5.412 0.927
H -7.200 4.404 1.450
H -6.963 4.474 -0.242
H -2.928 1.629 3.313
H -3.524 0.281 3.078
C 1.442 -0.558 -5.260
C 1.067 -1.986 -4.837
C 1.950 -2.702 -3.744
O 3.326 -2.913 -4.015
C 3.577 -3.827 -5.143
N -0.368 -1.969 -4.643
H 0.868 -0.256 -6.136
H 2.487 -0.366 -5.504
H 1.275 0.150 -4.449
H 0.989 -2.670 -5.682
H 1.500 -3.584 -3.289
H 1.939 -2.058 -2.864
H 4.635 -3.974 -5.361
H 3.144 -3.297 -5.992
H 3.121 -4.812 -5.037
H -0.670 -1.457 -3.826
H -0.726 -2.873 -4.370
C 1.173 -1.651 0.661
C -0.336 -1.676 0.084
C -1.181 -0.493 0.413
O -1.559 -0.377 1.840
C -0.804 0.676 2.437
N -0.226 -1.649 -1.337
H 1.209 -1.566 1.747
H 1.669 -0.807 0.183
H 1.663 -2.558 0.306
H -0.798 -2.618 0.379
H -2.106 -0.726 -0.114
H -0.659 0.370 -0.002
H -0.910 0.642 3.521
H -1.045 1.608 1.926
H 0.281 0.590 2.376
H -1.167 -1.596 -1.702
H 0.135 -0.757 -1.642
C 1.451 -0.595 5.650
C 1.317 0.873 6.141
C 0.121 1.044 7.092
O -1.144 0.861 6.443
C -2.298 1.325 7.074
N 2.696 1.253 6.602
H 0.491 -1.049 5.404
H 1.838 -1.394 6.282
H 1.863 -0.529 4.643
H 0.905 1.293 5.223
H 0.120 2.111 7.312
H 0.125 0.351 7.933
H -3.221 1.501 6.521
H -1.974 2.326 7.359
H -2.422 0.829 8.037
H 2.949 1.185 7.577
H 2.864 2.211 6.327
C -4.920 2.132 -2.919
C -3.609 1.749 -2.231
C -2.590 1.082 -3.302
O -2.253 -0.297 -2.969
C -3.392 -1.076 -3.175
N -3.062 2.965 -1.573
H -5.438 2.854 -2.287
H -5.568 1.284 -3.137
H -4.711 2.690 -3.831
H -3.782 0.991 -1.467
H -1.680 1.680 -3.346
H -3.062 1.147 -4.283
H -3.165 -2.137 -3.072
H -3.694 -0.970 -4.217
H -4.237 -0.943 -2.499
H -2.264 2.722 -1.004
H -3.697 3.494 -0.992
C 1.955 4.504 -3.452
C 2.517 3.733 -2.253
C 1.789 2.398 -1.813
O 0.541 2.710 -1.228
C 0.385 3.212 0.049
N 3.926 3.575 -2.543
H 2.566 5.239 -3.976
H 1.127 5.110 -3.083
H 1.710 3.614 -4.031
H 2.528 4.374 -1.372
H 2.396 1.816 -1.120
H 1.799 1.706 -2.655
H -0.679 3.369 0.229
H 0.701 4.241 0.213
H 0.951 2.678 0.812
H 4.347 3.125 -1.744
H 4.323 4.496 -2.428
*
```

***

Entry 5:
Here is an isolated molecule of C5H8O3 at a distorted geometry from OMol25. Energies are from the ωB97M-V functional and the def2-TZVPD basis.

Properties
Relative energy (zero: lowest compared OMol25 entry of this formula, charge and spin), kJ/mol: 192.9
DFT total energy, eV: -11455.52031
SMILES: OC1=CCCC1(O)O
E_LUMO, eV: 0.51
Orbital gap, eV: 9.379

```
! RIJCOSX wB97M-V def2-TZVPD def2/J DEFGRID3
* xyz 0 1
O -0.935 -1.153 1.712
C -0.317 -0.756 0.633
C 0.174 -1.371 -0.367
C 0.844 -0.400 -1.275
C 0.014 0.886 -1.122
C -0.258 0.905 0.370
O -1.438 1.432 0.816
O 0.879 1.511 1.014
H -0.845 -2.131 1.817
H 0.379 -2.418 -0.591
H 1.790 -0.291 -0.749
H 0.868 -0.811 -2.333
H 0.646 1.704 -1.305
H -0.869 0.816 -1.725
H -1.982 0.765 1.175
H 1.050 1.312 1.929
*
```

***

Entry 6:
Here is a cluster of 4 separate species, C26H52ClF4NO8 in total at a distorted geometry from OMol25. Energies are from the ωB97M-V functional and the def2-TZVPD basis.

Properties
DFT total energy, eV: -69065.67697
SMILES: CCOCCCCC[C@@]1(C(F)(F)C(F)F)C(=O)N[C@H](C[C@@H](C)Cl)[C@@H]1COCOCCO.CCO.CCO.CCO
E_LUMO, eV: 0.51
Orbital gap, eV: 10.380

```
! RIJCOSX wB97M-V def2-TZVPD def2/J DEFGRID3
* xyz 0 1
C 6.411 2.730 0.936
C 5.435 1.685 0.453
O 5.705 1.420 -0.903
C 4.645 0.814 -1.610
C 4.352 -0.610 -1.192
C 3.126 -1.157 -1.918
C 1.788 -0.576 -1.416
C 0.773 -1.691 -1.187
C -0.640 -1.265 -0.675
C -1.774 -1.631 -1.657
F -2.943 -1.988 -0.951
F -2.105 -0.503 -2.435
C -1.552 -2.766 -2.681
F -0.996 -3.877 -2.094
F -0.695 -2.336 -3.669
C -0.915 -2.093 0.674
O -0.972 -3.329 0.754
N -0.949 -1.197 1.776
C -0.200 -0.019 1.269
C -0.183 1.252 2.126
C -1.157 1.279 3.302
C -0.663 0.545 4.529
Cl -1.479 2.997 3.719
C -0.732 0.169 -0.132
C -2.156 0.770 -0.046
O -2.419 1.745 -1.032
C -2.113 3.065 -0.697
O -3.250 3.856 -0.889
C -3.507 4.797 0.135
C -2.615 6.029 0.052
O -1.592 6.137 1.049
H 6.561 3.492 0.175
H 6.018 3.215 1.825
H 7.373 2.296 1.190
H 5.540 0.780 1.057
H 4.403 2.032 0.576
H 4.949 0.819 -2.654
H 3.745 1.432 -1.524
H 4.173 -0.650 -0.115
H 5.238 -1.215 -1.378
H 3.226 -0.919 -2.977
H 3.119 -2.242 -1.831
H 1.395 0.109 -2.163
H 1.978 -0.015 -0.507
H 0.694 -2.211 -2.133
H 1.193 -2.419 -0.494
H -2.519 -3.032 -3.114
H -1.894 -1.019 2.083
H 0.817 -0.399 1.228
H 0.814 1.397 2.539
H -0.405 2.096 1.476
H -2.135 0.899 3.016
H 0.215 1.041 4.938
H -1.430 0.515 5.297
H -0.402 -0.479 4.266
H -0.182 0.912 -0.707
H -2.274 1.236 0.931
H -2.938 0.027 -0.131
H -1.289 3.423 -1.316
H -1.815 3.121 0.355
H -4.551 5.081 0.034
H -3.392 4.340 1.122
H -2.158 6.043 -0.936
H -3.211 6.931 0.165
H -1.295 5.264 1.296
C -2.430 -5.254 -5.524
C -3.009 -6.403 -4.719
O -2.135 -6.843 -3.684
H -1.469 -5.536 -5.953
H -3.097 -4.952 -6.332
H -2.259 -4.383 -4.889
H -3.165 -7.274 -5.354
H -3.980 -6.120 -4.298
H -1.972 -6.110 -3.087
C -3.204 -6.160 3.331
C -1.938 -5.327 3.419
O -1.809 -4.666 4.680
H -4.080 -5.533 3.498
H -3.294 -6.633 2.352
H -3.207 -6.947 4.089
H -1.941 -4.540 2.671
H -1.058 -5.954 3.234
H -1.783 -5.337 5.363
C 2.705 5.254 1.204
C 2.204 5.351 -0.224
O 0.845 4.944 -0.373
H 2.611 4.234 1.575
H 3.750 5.556 1.274
H 2.123 5.901 1.863
H 2.778 4.696 -0.879
H 2.323 6.374 -0.594
H 0.301 5.513 0.181
*
```

***

Q: Which of these has the lowest DFT total energy?
A: C25H43AuN2S2SbSe